Record 1
C2H7NO5 | ωB97M-V/def2-TZVPD

Geometry (Å):
C1 1.59143 0.46303 -0.47422
C2 0.10681 0.13507 -0.59960
O1 -0.71892 1.08216 -0.01679
O2 -0.11936 -1.13649 -0.00357
O3 -0.15620 0.08710 -1.97130
O4 -1.52813 -0.20273 -2.18512
H1 2.17534 -0.40096 -0.78223
H2 1.81391 1.31928 -1.10817
H3 1.80539 0.71115 0.56400
H4 -0.83826 0.85670 0.95962
H5 -0.92628 -1.50989 -0.39184
H6 -1.95077 0.67149 -2.14685
N1 -0.38232 -0.26781 2.76929
O5 -1.10514 -0.91674 2.03541
H7 0.23250 -0.89134 3.35137

Atoms 1-2, force components in eV/Å:
-0.4 -0.1 -0.2
0.2 -1.1 0.7

As for the net charge: 0. The structure (SMILES) is CC(O)(O)OO.N=O. The HOMO-LUMO gap is 9.406 eV. The energy relative to the best compared isomer or geometry (same formula, charge and spin) comes out at 626.5 kJ/mol. The value obtained for the electronic energy is -511.16615 Ha. Its spin multiplicity is 1. For the HOMO energy, the calculation gives -10.0 eV.

Record 2
C7H14 | ωB97M-V/def2-TZVPD

Geometry (Å):
C1 1.77404 -1.15612 0.48983
C2 0.76834 -0.63219 -0.51550
C3 0.39469 0.83295 -0.52588
C4 0.79922 1.75478 0.60350
C5 -0.67283 -0.20540 -0.29748
C6 -1.37414 -0.29856 1.04292
C7 -1.59741 -0.39254 -1.48880
H1 2.77209 -0.78277 0.22066
H2 1.82579 -2.24972 0.48099
H3 1.58259 -0.83689 1.51826
H4 0.89275 -1.10539 -1.48765
H5 0.36130 1.32699 -1.49774
H6 0.05508 2.55122 0.72145
H7 1.77094 2.22525 0.41934
H8 0.86256 1.23147 1.56167
H9 -2.04925 -1.16227 1.05881
H10 -1.98170 0.59744 1.22826
H11 -0.67999 -0.41026 1.88116
H12 -1.02265 -0.42476 -2.42202
H13 -2.18663 -1.31504 -1.42500
H14 -2.29476 0.45180 -1.56678

Atoms 1-2, force components in eV/Å:
-0.1 0.0 0.1
0.1 -0.1 -0.1

As for the net charge: 0. The structure (SMILES) is C[C@@H]1[C@H](C)C1(C)C. The HOMO-LUMO gap is 10.515 eV. The energy relative to the best compared isomer or geometry (same formula, charge and spin) comes out at 76.4 kJ/mol. The value obtained for the electronic energy is -275.08716 Ha. Its spin multiplicity is 1. For the HOMO energy, the calculation gives -9.5 eV.

Record 3
C5H8O4 | ωB97M-V/def2-TZVPD

Geometry (Å):
O1 -2.70260 1.59327 0.35379
C1 -1.81600 0.96494 -0.05560
O2 -1.94647 0.34740 -1.27741
C2 -0.47360 0.87841 0.67572
C3 0.42282 -0.38500 0.45754
O3 -0.02099 -1.58516 -0.20960
C4 1.63251 -0.58607 1.25806
C5 1.92258 0.01652 -0.03169
O4 2.42948 -0.86837 -0.95699
H1 -1.28391 -0.36697 -1.29707
H2 -0.07309 1.79109 0.36004
H3 -0.58087 0.99799 1.76483
H4 0.78273 -1.75840 -0.67419
H5 1.85059 0.06080 2.10402
H6 1.73693 -1.76099 1.49909
H7 2.18567 1.05247 -0.33172
H8 3.17690 -1.24595 -0.52746

Atoms 1-2, force components in eV/Å:
-2.3 2.0 1.3
1.4 -2.2 -1.2

As for the net charge: 0. The structure (SMILES) is O=C(O)C[C@]1(O)C[C@H]1O. The HOMO-LUMO gap is 10.100 eV. The energy relative to the best compared isomer or geometry (same formula, charge and spin) comes out at 249.4 kJ/mol. The value obtained for the electronic energy is -496.20766 Ha. Its spin multiplicity is 1. For the HOMO energy, the calculation gives -9.6 eV.

Record 4
C38H114O19 | ωB97M-V/def2-TZVPD

Geometry (Å):
C1 -19.32761 -3.74568 -9.53295
C2 -20.29979 -4.79999 -9.08574
O1 -19.99261 -5.23344 -7.78626
H1 -18.32397 -4.12145 -9.39959
H2 -19.44772 -2.93225 -8.86852
H3 -19.51958 -3.44441 -10.58778
H4 -20.29048 -5.73109 -9.67794
H5 -21.31841 -4.41916 -9.13671
H6 -20.72687 -5.75895 -7.48638
C3 -18.87986 -5.19780 -1.38421
C4 -17.67282 -4.46826 -1.81788
O2 -16.50373 -5.24085 -2.20376
H7 -18.84808 -5.65556 -0.41596
H8 -19.13674 -5.94399 -2.14780
H9 -19.73625 -4.54260 -1.22944
H10 -17.28108 -3.71745 -1.18079
H11 -17.91395 -3.92322 -2.72385
H12 -16.27192 -5.81814 -1.45331
C5 -16.81990 -5.67570 -6.70418
C6 -17.82164 -6.12659 -5.73022
O3 -17.25774 -6.92420 -4.68004
H13 -16.04201 -4.98945 -6.32076
H14 -17.34156 -5.09560 -7.48971
H15 -16.30088 -6.61326 -7.10399
H16 -18.59198 -6.77592 -6.19838
H17 -18.25301 -5.22912 -5.28221
H18 -16.67023 -6.37439 -4.15667
C7 -23.81293 -6.66330 0.66064
C8 -22.79269 -6.87651 -0.52493
O4 -21.46533 -6.82981 0.00745
H19 -23.48094 -5.78095 1.20237
H20 -23.73869 -7.50191 1.32230
H21 -24.87530 -6.53674 0.36561
H22 -22.83226 -5.98697 -1.14992
H23 -22.88149 -7.85318 -1.00341
H24 -21.28187 -7.58498 0.62518
C9 -19.69827 -11.39396 1.64348
C10 -21.03793 -10.68175 1.63533
O5 -21.03093 -9.57642 0.77643
H25 -19.54525 -11.80661 0.61201
H26 -19.68289 -12.26206 2.31919
H27 -18.91654 -10.71841 1.81952
H28 -21.29855 -10.26582 2.62439
H29 -21.82289 -11.44174 1.41604
H30 -21.03207 -9.87933 -0.13971
C11 -18.12577 -10.34796 -6.30907
C12 -18.86713 -11.08867 -5.19247
O6 -20.10424 -10.39650 -4.88324
H31 -18.81499 -10.29760 -7.14573
H32 -17.26605 -10.91346 -6.62479
H33 -17.91567 -9.30237 -6.00934
H34 -18.35214 -11.23825 -4.28581
H35 -19.05612 -12.11766 -5.59195
H36 -20.85535 -10.82020 -5.31309
C13 -25.30097 -7.18643 -3.21183
C14 -26.49365 -8.12088 -2.84975
O7 -26.07621 -8.99125 -1.80639
H37 -25.14188 -6.52140 -2.37348
H38 -25.49033 -6.52159 -4.06268
H39 -24.41198 -7.78909 -3.51455
H40 -26.72036 -8.71666 -3.69919
H41 -27.35404 -7.46110 -2.59551
H42 -25.48789 -8.48475 -1.28154
C15 -24.60285 -2.98033 -2.85977
C16 -24.35633 -1.77247 -3.67898
O8 -24.66575 -1.99632 -5.06096
H43 -24.39537 -2.80541 -1.80016
H44 -23.96124 -3.78463 -3.26458
H45 -25.62298 -3.29396 -2.99183
H46 -23.24559 -1.51100 -3.52004
H47 -24.90652 -0.92921 -3.26746
H48 -25.26803 -1.33320 -5.38879
C17 -21.52044 -7.05740 -4.82144
C18 -21.83925 -7.66585 -6.16977
O9 -22.39199 -6.73940 -7.10304
H49 -20.64314 -6.36410 -4.94045
H50 -21.17623 -7.81125 -4.12302
H51 -22.42770 -6.52469 -4.50523
H52 -22.55806 -8.40900 -6.03643
H53 -20.98899 -8.13044 -6.62835
H54 -22.89025 -6.03811 -6.58862
C19 -25.55590 -9.91030 -8.42361
C20 -24.14541 -9.71615 -9.02046
O10 -23.41560 -10.88691 -8.60378
H55 -25.58689 -9.75928 -7.36095
H56 -25.86166 -10.91396 -8.71050
H57 -26.14101 -9.17205 -8.93305
H58 -23.61971 -8.86118 -8.62970
H59 -24.29366 -9.68534 -10.11006
H60 -22.60780 -10.89448 -9.10905
C21 -17.83503 -9.54473 -0.72343
C22 -17.24958 -8.58253 -1.74059
O11 -17.77052 -8.97879 -2.95708
H61 -17.43137 -10.57117 -0.83811
H62 -18.87168 -9.68039 -0.98217
H63 -17.70419 -9.29761 0.30876
H64 -16.14076 -8.62817 -1.66108
H65 -17.45766 -7.52933 -1.51746
H66 -17.55524 -8.40880 -3.70404
C23 -21.14167 -8.38324 -10.83608
C24 -21.23465 -9.89819 -10.93517
O12 -20.60135 -10.37658 -12.15355
H67 -21.54790 -8.07129 -9.85636
H68 -21.57952 -7.91552 -11.72260
H69 -20.08384 -8.12981 -10.80237
H70 -22.27064 -10.20334 -11.08823
H71 -20.87549 -10.39465 -10.04283
H72 -19.63169 -10.55176 -12.01609
C25 -24.55254 -6.75633 -12.26128
C26 -24.32855 -5.34061 -11.83081
O13 -25.21962 -5.07306 -10.77131
H73 -25.55555 -6.90654 -12.65502
H74 -24.39516 -7.45032 -11.46908
H75 -23.85990 -7.04726 -13.01642
H76 -24.46504 -4.71634 -12.70974
H77 -23.31902 -5.15830 -11.46921
H78 -24.88884 -4.31820 -10.27533
C27 -17.21354 -7.72724 -10.13525
C28 -17.30830 -8.88528 -11.23984
O14 -18.15650 -9.93102 -10.75959
H79 -16.55921 -6.91086 -10.44381
H80 -16.92719 -8.20327 -9.20971
H81 -18.16496 -7.28613 -9.92879
H82 -16.36303 -9.31004 -11.53642
H83 -17.83033 -8.54339 -12.13997
H84 -17.66765 -10.36016 -10.05018
C29 -21.98094 -1.27542 -8.95163
C30 -23.30467 -2.05898 -8.60690
O15 -23.98871 -2.45088 -9.84291
H85 -21.32125 -1.83916 -9.64066
H86 -21.36864 -1.11238 -8.05403
H87 -22.35068 -0.32793 -9.35186
H88 -24.00186 -1.48266 -8.02488
H89 -23.09787 -3.01683 -8.15461
H90 -23.79494 -1.90034 -10.60166
C31 -24.16370 -12.85024 -5.97987
C32 -22.66045 -12.92744 -6.18911
O16 -22.01179 -11.69096 -6.32685
H91 -24.69454 -13.80727 -6.08870
H92 -24.56525 -12.19202 -6.77760
H93 -24.41055 -12.41487 -5.00033
H94 -22.52295 -13.45707 -7.11117
H95 -22.09903 -13.39074 -5.39232
H96 -22.61779 -11.18647 -6.93145
C33 -19.63633 -1.06316 -4.85252
C34 -20.28580 -2.36604 -5.25094
O17 -19.63849 -2.75717 -6.45526
H97 -20.02590 -0.56113 -3.92849
H98 -19.57313 -0.32574 -5.69990
H99 -18.62182 -1.27951 -4.51376
H100 -21.36790 -2.27693 -5.36593
H101 -20.05529 -3.15475 -4.50488
H102 -19.72838 -3.74287 -6.63344
C35 -25.59264 -6.22339 -7.10125
C36 -25.47204 -4.92471 -6.31498
O18 -24.07979 -4.57222 -6.17718
H103 -25.22730 -7.09067 -6.57700
H104 -24.93876 -6.08203 -7.95086
H105 -26.63811 -6.33433 -7.43215
H106 -25.86090 -5.03738 -5.30034
H107 -25.99833 -4.14444 -6.86781
H108 -24.12620 -3.64037 -5.80103
C37 -23.22028 -11.39014 -1.64687
C38 -22.31502 -10.86424 -2.80832
O19 -21.16092 -10.36570 -2.25062
H109 -22.82927 -12.24017 -1.11022
H110 -24.21911 -11.67074 -2.01909
H111 -23.38526 -10.58024 -0.96665
H112 -22.81968 -10.13898 -3.42042
H113 -22.06556 -11.73483 -3.43524
H114 -20.61431 -10.04970 -2.99497

Atoms 1-2, force components in eV/Å:
-0.2 -0.8 -0.9
-0.5 -1.0 -0.9

As for the net charge: 0. The HOMO-LUMO gap is 9.591 eV. The energy relative to the best compared isomer or geometry (same formula, charge and spin) comes out at 16.0 kJ/mol. The value obtained for the electronic energy is -2945.56456 Ha. Its spin multiplicity is 1. For the HOMO energy, the calculation gives -9.4 eV.

Record 5
C44H37N12O3PW | ωB97M-V/def2-TZVPD

Geometry (Å):
W1 0.58308 -0.07692 -0.43207
C1 0.33362 5.67235 2.89076
C2 -0.98457 5.69242 2.43100
C3 -1.45603 4.74500 1.54023
C4 -0.57519 3.74761 1.14078
C5 -0.74384 2.59889 0.29756
N1 0.45722 1.88629 0.20194
C6 1.38860 2.60686 0.95022
N2 2.65384 2.30026 1.06341
C7 3.24601 1.37618 0.33862
C8 4.66309 1.16486 0.34846
C9 5.70773 1.69612 1.10319
C10 6.99197 1.29607 0.78110
C11 7.24513 0.42105 -0.27989
C12 6.22056 -0.10790 -1.03891
C13 4.92364 0.25085 -0.69492
C14 3.65999 -0.10417 -1.26709
N3 3.55942 -0.83040 -2.36127
C15 2.43378 -1.05340 -2.97578
N4 1.16599 -0.81806 -2.46517
C16 0.28155 -1.19790 -3.46185
N5 -1.02130 -1.09963 -3.43523
C17 -1.66405 -0.33469 -2.57830
N6 -1.07466 0.41837 -1.57938
C18 -2.05255 1.33178 -1.16133
N7 -1.87157 2.29571 -0.29071
C19 -3.28461 1.08297 -1.84247
C20 -4.53758 1.68978 -1.79527
C21 -5.53000 1.16046 -2.59706
C22 -5.28606 0.08908 -3.46626
C23 -4.04140 -0.49964 -3.54950
C24 -3.04603 -0.00266 -2.71510
C25 0.98611 -1.66216 -4.62822
C26 0.55279 -2.01952 -5.89882
C27 1.52249 -2.26317 -6.85925
C28 2.88125 -2.17703 -6.55326
C29 3.31963 -1.82440 -5.28585
C30 2.35537 -1.56217 -4.32293
N8 2.63426 0.55671 -0.61472
C31 0.76558 3.73913 1.58205
C32 1.23074 4.70853 2.46432
H1 0.65349 6.43202 3.58805
H2 -1.64407 6.46616 2.78836
H3 -2.46317 4.77004 1.15798
H4 5.51799 2.38952 1.90825
H5 7.82655 1.66684 1.35672
H6 8.26459 0.15194 -0.50175
H7 6.39342 -0.76472 -1.87564
H8 -4.70987 2.55311 -1.17222
H9 -6.51836 1.59216 -2.57227
H10 -6.08372 -0.25650 -4.10470
H11 -3.82964 -1.30589 -4.23218
H12 -0.49956 -2.07892 -6.12699
H13 1.21857 -2.50355 -7.86794
H14 3.60899 -2.36223 -7.32876
H15 4.36743 -1.73415 -5.05520
H16 2.25140 4.69397 2.80775
N9 2.03671 -2.60789 2.83649
C33 2.60951 -1.48871 3.37499
C34 2.36170 -0.46017 2.52277
N10 1.63257 -0.90576 1.43506
C35 1.45651 -2.23981 1.66064
C36 0.70597 -2.95457 0.71489
N11 0.23252 -2.26257 -0.36388
C37 -0.54791 -3.17086 -1.05190
C38 -0.54328 -4.36769 -0.40812
N12 0.24550 -4.23466 0.69881
H17 2.06300 -3.52913 3.24344
H18 3.13746 -1.50224 4.30832
H19 2.69245 0.55501 2.62893
H20 -1.05392 -2.92714 -1.96746
H21 -1.04032 -5.28407 -0.64838
H22 0.44403 -4.95860 1.37110
C39 -5.37422 0.09888 1.26339
C40 -4.00946 0.73149 1.45607
O1 -2.98590 -0.16807 0.94253
P1 -1.44910 -0.23282 1.34697
O2 -1.52559 0.75629 2.61479
C41 -0.48767 1.22632 3.48376
C42 -0.43290 0.40059 4.75721
O3 -1.34256 -1.73530 1.96124
C43 -2.38746 -2.28551 2.79674
C44 -3.35207 -3.14998 2.00315
H23 -6.13290 0.80247 1.59805
H24 -5.47012 -0.81126 1.84869
H25 -5.55715 -0.13121 0.21843
H26 -3.82759 0.90908 2.51477
H27 -3.92404 1.67359 0.91361
H28 -0.75558 2.26320 3.70879
H29 0.47671 1.21995 2.96508
H30 -1.39594 0.43732 5.26007
H31 0.32422 0.81400 5.41713
H32 -0.19206 -0.63767 4.53744
H33 -2.91531 -1.47003 3.29549
H34 -1.87329 -2.88198 3.55289
H35 -3.73952 -2.60575 1.14717
H36 -4.18443 -3.43380 2.64173
H37 -2.86665 -4.05426 1.64663

Atoms 1-2, force components in eV/Å:
0.9 0.1 -1.3
0.4 -0.2 0.0

As for the net charge: +2. The HOMO-LUMO gap (alpha / beta) is 4.499 / 4.502 eV. The value obtained for the electronic energy is -2989.92171 Ha. Its spin multiplicity is 1. For the HOMO energy (alpha / beta), the calculation gives -11.1 / -11.1 eV.